{"formula": "C51H54IrN7O5PS", "method": "ωB97M-V/def2-TZVPD", "multiplicity": 2, "lumo_ev": [-5.78, -7.34], "total_charge": 2, "homo_energy_ha": [-0.4832, -0.4831], "e_tot_ha": -3578.77623, "e_above_lowest_ev": 0.426, "species": ["Ir", "N", "C", "N", "C", "N", "N", "C", "C", "C", "C", "C", "C", "N", "C", "C", "C", "C", "C", "C", "H", "H", "H", "H", "H", "H", "H", "H", "H", "H", "H", "C", "C", "C", "C", "C", "C", "C", "P", "C", "C", "C", "C", "C", "C", "C", "C", "C", "C", "C", "C", "C", "C", "H", "H", "H", "H", "H", "H", "H", "H", "H", "H", "H", "H", "H", "H", "H", "H", "H", "H", "H", "H", "C", "C", "C", "C", "C", "C", "C", "S", "O", "O", "N", "C", "C", "C", "O", "O", "H", "H", "H", "H", "H", "H", "H", "H", "H", "H", "H", "H", "O", "C", "C", "C", "C", "C", "C", "N", "H", "H", "H", "H", "H", "H", "H", "H", "H", "H", "H"], "coordinates": [[0.7239, 0.5641, -0.2674], [3.2399, -2.9453, 0.6733], [2.6908, -1.9294, 0.0182], [1.8870, -1.0477, 0.5511], [1.5994, -1.1571, 1.9238], [0.9228, -0.2536, 2.5663], [0.4691, 0.7256, 1.7345], [-0.2798, 1.6641, 2.1816], [-0.6281, 2.6926, 1.2045], [-1.3710, 3.8092, 1.5499], [-1.5816, 4.7927, 0.5946], [-1.0513, 4.6188, -0.6728], [-0.3463, 3.4583, -0.9566], [-0.1270, 2.5165, -0.0470], [2.0967, -2.3120, 2.6567], [1.7512, -2.5505, 3.9919], [2.2564, -3.6529, 4.6440], [3.1218, -4.5292, 3.9823], [3.4707, -4.3131, 2.6658], [2.9420, -3.2068, 2.0098], [3.8507, -3.5722, 0.1711], [2.9560, -1.8322, -1.0225], [-0.6417, 1.6861, 3.1973], [-1.7813, 3.8836, 2.5465], [-2.1474, 5.6812, 0.8386], [-1.1774, 5.3677, -1.4408], [0.0673, 3.2829, -1.9380], [1.0970, -1.8514, 4.4941], [1.9875, -3.8437, 5.6731], [3.5258, -5.3837, 4.5066], [4.1409, -4.9873, 2.1495], [-0.6690, -0.9632, -4.8818], [-0.1361, 0.4408, -4.9757], [-0.4631, 1.1671, -6.1220], [-0.1165, 2.4966, -6.2848], [0.5592, 3.1570, -5.2699], [0.9309, 2.4482, -4.1429], [0.6282, 1.0868, -3.9858], [1.4078, 0.3335, -2.5029], [1.4718, -1.4756, -2.8144], [0.4613, -2.1687, -2.1352], [0.3433, -3.5440, -2.2003], [1.2473, -4.2612, -2.9694], [2.2449, -3.5869, -3.6553], [2.3818, -2.1982, -3.6010], [3.4871, -1.5808, -4.4081], [3.0415, 1.1197, -2.4531], [3.8307, 1.4046, -3.5753], [5.0514, 2.0254, -3.4299], [5.4989, 2.3802, -2.1579], [4.7028, 2.1557, -1.0542], [3.4489, 1.5506, -1.1885], [2.5297, 1.5168, 0.0053], [-1.4860, -1.0862, -5.5903], [-1.0471, -1.1871, -3.8870], [0.0882, -1.7103, -5.1229], [-1.0152, 0.6646, -6.9062], [-0.3808, 3.0170, -7.1950], [0.8196, 4.2020, -5.3664], [1.5044, 2.9564, -3.3773], [-0.2595, -1.6197, -1.5389], [-0.4453, -4.0466, -1.6561], [1.1691, -5.3372, -3.0492], [2.9387, -4.1482, -4.2677], [4.0387, -2.3540, -4.9378], [4.1921, -1.0292, -3.7881], [3.0898, -0.8898, -5.1538], [3.4790, 1.1516, -4.5654], [5.6560, 2.2429, -4.2991], [6.4588, 2.8647, -2.0406], [5.0302, 2.4828, -0.0749], [2.3091, 2.5541, 0.2729], [3.0522, 1.0920, 0.8666], [1.6462, 0.9316, 8.2274], [0.3384, 0.7807, 7.5093], [-0.2940, 1.8745, 6.9235], [-1.4708, 1.7214, 6.2108], [-2.0393, 0.4596, 6.0891], [-1.4577, -0.6347, 6.7133], [-0.2756, -0.4667, 7.4145], [-3.4505, 0.3046, 5.0358], [-3.1267, 1.0568, 3.8428], [-4.6687, 0.5845, 5.7210], [-3.4780, -1.3024, 4.6951], [-2.4960, -1.9155, 3.8124], [-2.8622, -1.7033, 2.3521], [-1.6630, -2.5263, 1.4393], [-1.7717, -3.7124, 1.6206], [-0.9868, -1.7056, 0.8409], [1.9757, 1.9682, 8.2411], [2.4190, 0.3336, 7.7424], [1.5661, 0.5855, 9.2578], [0.1395, 2.8604, 7.0306], [-1.9597, 2.5804, 5.7693], [-1.9377, -1.6028, 6.6696], [0.1758, -1.3198, 7.9059], [-4.4127, -1.6883, 4.7134], [-2.4463, -2.9815, 4.0325], [-1.5201, -1.4727, 4.0242], [-2.8328, -0.6639, 2.0434], [-3.7951, -2.1882, 2.0703], [-1.6786, 0.4347, -0.7983], [-2.5988, 0.7862, -1.5532], [-4.0274, 0.4907, -1.1746], [-4.6695, -0.5640, -2.0894], [-5.1722, -0.0202, -3.4249], [-4.1089, 0.6045, -4.3243], [-3.3875, 1.7922, -3.6957], [-2.3764, 1.4097, -2.7117], [-4.6193, 1.4101, -1.2020], [-4.0008, 0.1393, -0.1446], [-5.5202, -0.9924, -1.5579], [-3.9593, -1.3812, -2.2524], [-5.9537, 0.7212, -3.2325], [-5.6504, -0.8377, -3.9675], [-4.5901, 0.9500, -5.2412], [-3.3664, -0.1439, -4.6118], [-2.8562, 2.3603, -4.4584], [-4.1103, 2.4653, -3.2273], [-1.4080, 1.5179, -2.9803]], "mulliken_spin": [-0.017, 0.001, -0.005, 0.005, -0.007, 0.001, 0.001, 0.002, -0.003, 0.000, 0.000, -0.001, 0.001, 0.000, 0.002, -0.003, 0.000, 0.000, 0.001, 0.000, 0.000, 0.001, 0.001, 0.000, 0.000, 0.000, 0.000, 0.000, 0.000, 0.000, 0.000, 0.000, 0.000, -0.001, 0.000, 0.000, 0.000, 0.002, 0.002, -0.008, 0.003, -0.012, 0.005, 0.002, 0.000, -0.001, 0.001, 0.000, 0.000, 0.000, 0.000, 0.001, -0.001, 0.000, 0.000, 0.000, 0.000, 0.000, 0.000, 0.000, 0.011, -0.001, 0.000, 0.000, 0.000, 0.000, 0.000, 0.000, 0.000, 0.000, 0.000, 0.000, 0.000, 0.000, 0.000, 0.000, 0.000, 0.001, 0.001, 0.001, 0.002, 0.000, 0.001, 0.048, 0.038, 0.292, -0.066, 0.313, 0.381, 0.000, 0.000, 0.000, 0.000, 0.000, -0.001, 0.000, -0.006, 0.003, 0.002, 0.003, -0.006, 0.008, 0.003, -0.002, 0.000, 0.000, 0.000, 0.000, 0.000, 0.000, 0.000, 0.000, 0.000, 0.000, 0.000, 0.000, 0.000, 0.000, 0.000, 0.000]}